Record 1
A 2-piece molecular cluster, C2HI2N3 overall. Source: the OMol25 dataset; level of theory: wB97M-V/def2-TZVPD.

- Relative energy (zero: lowest compared OMol25 entry of this formula, charge and spin): 2.787 eV
- Charge: 0
- HOMO-LUMO gap (spin up / spin down): 5.83 / 5.83 eV
- 2S+1: 1

Geometry as XYZ:
```
8
Properties=species:S:1:pos:R:3:forces:R:3:mulliken_charge:R:1
I 3.0852 1.2966 -0.8948 -1.315 -0.710 0.413 0.2472
I 1.1610 -2.5808 -0.8263 -0.076 0.082 0.133 0.2995
N -1.2999 -0.4197 0.7496 2.074 -0.946 -0.140 -0.5992
N 1.2044 0.4732 -0.2641 0.804 -0.258 -0.320 -0.4261
N -1.4946 2.0180 0.5403 0.226 0.378 -0.103 -0.4744
C -1.4210 0.8601 0.6004 -0.529 0.244 -0.041 0.4988
C 0.8111 -0.6582 -0.2814 -1.216 1.168 0.497 0.2258
H -2.0463 -0.9892 0.3764 0.031 0.043 -0.439 0.2284
```
Forces are in eV/Å.



Record 2
C16H14N2O2PdS3Sb as an isolated structure. Source: the OMol25 dataset; level of theory: wB97M-V/def2-TZVPD.

- Relative energy (zero: lowest compared OMol25 entry of this formula, charge and spin): 3.817 eV
- ⟨S²⟩: 0.994
- Charge: 0
- HOMO-LUMO gap (spin up / spin down): 4.64 / 4.67 eV
- 2S+1: 2

Geometry as XYZ:
```
39
Properties=species:S:1:pos:R:3:forces:R:3:mulliken_spin:R:1
Sb 1.4648 -2.8256 0.5186 0.364 0.763 0.021 0.0120
Pd -0.4854 0.0797 -0.1777 0.227 1.609 -0.005 0.4811
S 0.1045 -1.3243 1.8628 -0.523 0.420 -0.475 0.4676
S 3.4209 -1.5887 0.6474 -0.367 -0.412 -0.587 -0.0166
S -0.4551 -0.1830 -2.8699 0.614 -0.220 -0.174 -0.1087
O 0.3864 -1.8195 -1.0640 0.386 -0.683 0.418 0.0259
O -2.5199 0.4880 0.1392 1.258 -0.847 -1.108 -0.0271
N -0.2715 1.8165 1.2013 -0.490 -0.719 0.130 0.1228
N 1.4768 0.9963 -0.7891 0.156 -1.989 -0.568 0.0270
C 2.3807 0.4305 -1.5120 -0.147 1.905 1.581 0.0066
C -2.2518 1.1816 2.4344 -0.649 -0.637 -0.399 -0.0054
C 0.7761 -2.5529 -3.2826 -0.269 0.758 0.435 0.0365
C 3.0713 -2.2801 -3.9487 -0.834 -0.017 0.209 -0.0031
C 2.1847 -0.7347 -2.2973 -0.689 -1.777 -0.702 -0.0079
C -0.9489 1.7450 2.2941 0.439 0.382 -0.418 0.0280
C -2.9640 0.5818 1.3382 -0.372 0.038 1.428 -0.0006
C 1.6979 2.2798 -0.1818 -0.046 0.500 0.474 0.0139
C 0.8636 -1.4408 -2.3092 -0.510 0.162 0.151 -0.0457
C 3.2178 -1.1988 -3.1129 0.119 0.802 0.360 -0.0044
C -4.7896 0.0745 2.8712 0.108 0.149 0.049 -0.0003
C -2.8320 1.1592 3.7145 0.040 -0.002 -0.135 0.0040
C -4.0703 0.6144 3.9405 -0.038 0.063 0.223 0.0012
C -4.2580 0.0633 1.6112 0.262 0.142 -0.270 -0.0019
C 1.8226 -2.9336 -4.0454 0.465 -0.322 -0.564 -0.0095
C 1.0802 2.3342 1.2226 0.522 0.135 0.018 -0.0020
H -4.7950 -0.3577 0.7745 -0.029 -0.071 -0.055 -0.0001
H 3.3710 0.8847 -1.5898 -0.070 0.128 -0.046 0.0036
H -2.2679 1.5720 4.5393 0.053 0.074 0.092 0.0007
H -0.1823 -3.0484 -3.3293 -0.030 -0.069 0.106 -0.0005
H -4.4864 0.6009 4.9358 -0.018 0.007 0.091 0.0002
H -5.7692 -0.3455 3.0418 -0.112 -0.064 0.019 -0.0002
H -0.5154 2.1364 3.2188 0.054 0.184 -0.032 0.0061
H 1.7139 -3.7624 -4.7287 0.011 -0.066 -0.066 -0.0005
H 1.0845 3.3787 1.5618 0.055 -0.152 -0.022 0.0033
H 1.2086 3.0352 -0.8140 0.053 -0.188 0.062 -0.0013
H 4.1672 -0.6851 -3.0572 0.093 0.014 -0.018 -0.0007
H 2.7694 2.5132 -0.1278 -0.121 -0.014 -0.034 -0.0002
H 1.6973 1.7389 1.9106 -0.096 0.044 -0.119 -0.0036
H 3.9028 -2.6238 -4.5415 0.131 -0.032 -0.070 -0.0001
```
Forces are in eV/Å.



Record 3
C18H31NO16P2S as an isolated structure. Source: the OMol25 dataset; level of theory: wB97M-V/def2-TZVPD.

- Charge: 0
- HOMO-LUMO gap: 8.99 eV
- 2S+1: 1

Geometry as XYZ:
```
69
Properties=species:S:1:pos:R:3:forces:R:3:mulliken_charge:R:1
S 0.6518 -2.0503 1.2916 0.302 1.282 -1.923 1.0738
P -0.8568 1.4073 -0.4463 0.067 0.928 -0.981 0.3045
P 2.9786 0.3989 0.0928 0.066 1.688 0.156 0.2024
O 3.1287 2.6435 4.1892 0.249 0.072 0.031 -0.3219
O 1.5700 -1.8007 0.0089 -0.480 -0.258 -0.047 -0.4318
O 2.7259 4.8258 -0.9803 -0.230 0.105 -0.320 -0.5540
O -1.1213 -3.5054 -3.2746 -0.054 0.022 0.076 -0.3533
O 4.9753 3.9093 3.9455 0.512 -0.331 0.756 -0.6037
O -4.9987 -6.4471 -2.4160 -0.065 -0.105 0.011 -0.5333
O 3.0208 5.5869 1.1195 -0.011 0.093 -0.448 -0.3442
O 1.2923 -1.4713 2.3872 0.996 1.061 2.122 -0.5199
O 4.7983 5.1119 -0.1427 -0.114 0.098 -0.015 -0.3500
O -0.5188 -1.1227 0.8071 -0.319 0.205 -0.048 -0.4249
O 5.1407 1.6973 4.3507 -0.121 0.167 -0.029 -0.3463
O -7.1926 -5.9358 -2.3700 0.030 0.074 -0.082 -0.3287
O -5.8305 -4.8408 -3.7516 -0.073 -0.026 0.030 -0.3267
O 0.2611 -3.3718 1.3219 -1.053 -2.808 -0.072 -0.5962
O -1.9573 -1.4144 -3.2187 0.088 -0.117 -0.242 -0.5304
O -2.8036 -3.0236 -1.8977 0.082 -0.038 -0.055 -0.3580
N 3.0341 1.9701 0.0006 -0.491 -0.803 0.204 -0.4545
C -2.6603 -4.4561 -1.8603 0.109 -0.045 0.095 -0.0820
C -2.3298 0.6038 -1.1679 -0.244 0.061 0.701 -1.0141
C 1.3828 -0.4136 -0.3944 1.225 -0.130 -0.678 1.0052
C 3.4438 5.1478 -0.0944 0.098 -0.137 0.468 0.7107
C -5.9207 -5.8067 -2.8075 -0.067 -0.024 0.001 0.7203
C 1.3378 -0.3109 -1.9058 -0.280 -0.343 0.628 -1.6832
C 4.1516 5.6291 1.9979 -0.027 -0.194 -0.029 0.2838
C -7.1586 -4.4520 -4.1220 -0.110 0.089 -0.085 -0.2904
C 0.1501 0.0990 0.3536 -0.150 0.270 0.964 0.0914
C -0.4086 3.4998 1.3104 0.004 -0.648 -0.323 -0.5537
C 4.2016 0.6996 4.7710 -0.049 -0.121 0.043 -0.4179
C -1.2668 -4.6484 -2.4169 0.083 -0.139 0.138 -0.3094
C -1.9632 -2.5426 -2.8377 0.003 -0.134 0.077 0.7211
C -1.4441 2.4115 0.9986 0.656 -0.636 0.079 -0.8776
C 5.3057 5.7608 1.0259 0.050 0.105 0.144 -0.4115
C -7.9587 -4.8453 -2.8974 -0.125 0.092 -0.010 -0.3024
C 4.4653 2.8556 4.1428 -0.180 -0.650 0.193 0.6327
C 2.9005 1.2295 4.2096 -0.168 -0.165 -0.076 0.4121
H -2.3233 0.6491 -2.2376 0.248 -0.081 -0.463 0.3595
H -2.4091 2.8381 0.7741 -0.369 -0.026 -0.097 0.4862
H 4.1897 4.7011 2.5706 -0.166 0.665 -0.597 -0.1512
H 6.2125 5.2717 1.3711 -0.020 -0.145 -0.098 0.3025
H -7.4518 -5.0105 -5.0119 0.006 -0.045 0.022 0.2576
H -3.1962 1.1653 -0.8427 -0.230 0.244 0.203 0.4756
H -3.4233 -4.9017 -2.4854 -0.024 -0.014 -0.099 -0.0259
H 0.5611 3.1784 0.9517 0.414 0.057 0.008 -0.1684
H 3.9194 -0.2339 -0.7449 -0.086 -0.433 0.225 0.0667
H 4.4732 -0.2749 4.3747 0.141 0.079 -0.104 0.3127
H 3.2780 -0.0572 1.3915 0.049 -0.527 -0.224 0.0072
H -2.4898 -0.4169 -0.8521 0.064 -0.294 0.052 0.1599
H 0.4523 -0.7929 -2.3017 -0.173 -0.143 -0.205 0.1723
H -0.6396 4.4034 0.7692 -0.023 0.407 0.038 0.3582
H 0.5119 0.5897 1.2600 -0.048 0.158 0.150 0.1331
H 4.0717 6.4682 2.6840 -0.147 0.070 -0.046 0.3235
H -2.7706 -4.8257 -0.8448 -0.021 0.189 0.068 0.3696
H 2.1261 2.2946 -0.3267 0.239 0.562 -0.169 0.1162
H -1.5355 1.7304 1.8360 -0.349 -0.058 0.366 0.4070
H 4.1998 0.6529 5.8613 0.003 0.056 -0.001 0.2913
H -0.4951 -4.6084 -1.6460 -0.017 0.067 0.014 0.1913
H 2.2388 -0.7579 -2.2917 0.198 -0.224 -0.428 0.5678
H -8.9701 -5.1658 -3.1301 0.041 -0.182 0.051 0.2878
H 1.3148 0.7391 -2.1454 0.008 0.366 -0.310 0.4480
H 5.5306 6.8012 0.7813 -0.012 0.017 -0.036 0.2541
H -7.9983 -4.0513 -2.1504 0.050 0.006 0.000 0.2605
H -7.1993 -3.3886 -4.3393 0.187 0.022 0.050 0.2867
H 2.0371 0.9896 4.8237 -0.022 0.176 0.041 0.3307
H -1.1574 -5.5693 -2.9823 0.001 0.105 -0.184 0.3444
H 2.7161 0.8895 3.1899 0.013 0.045 0.022 -0.4040
H -0.3004 3.6650 2.3713 -0.169 0.327 0.299 0.3407
```
Forces are in eV/Å.



Record 4
One molecule with the formula C3H3N3S. Source: the OMol25 dataset; level of theory: wB97M-V/def2-TZVPD.

- Relative energy (zero: lowest compared OMol25 entry of this formula, charge and spin): 3.026 eV
- Structure (SMILES): S/C=C1/C=NN=N1
- Charge: 0
- HOMO-LUMO gap: 8.57 eV
- 2S+1: 1

Geometry as XYZ:
```
10
Properties=species:S:1:pos:R:3:forces:R:3:mulliken_charge:R:1
S -2.5108 -0.7285 -0.1844 -0.410 1.578 1.205 -0.1192
N 0.6074 -1.4775 0.1639 2.199 -0.863 -0.742 -0.1809
N 2.4403 -0.2278 -0.3049 -3.058 0.680 1.753 -0.2602
N 1.8819 -1.5108 -0.0644 -1.548 -0.548 -0.013 -0.3500
C -1.0720 0.2190 0.0679 -1.175 0.525 -0.413 -0.2312
C 0.2014 -0.1587 0.1214 0.973 -0.346 0.484 0.5818
C 1.4187 0.5841 -0.0183 2.764 1.405 -1.864 -0.2869
H 1.6470 1.6778 -0.1306 -0.801 -1.175 0.279 0.3457
H -1.3101 1.2652 0.0289 0.251 0.419 0.208 0.3330
H -3.3038 0.3571 0.3204 0.804 -1.674 -0.897 0.1679
```
Forces are in eV/Å.